Entry from OMol25: a molecular structure, C12H4Cl5N2PdS5SbSe (ωB97M-V with the def2-TZVPD basis set).

Summary:
HOMO level (eV): -2.8
Maximum force (eV/Å): 0.3
Charge: -2
DFT total energy (eV): -207647.138

Structure (XYZ):
```
31
C12H4Cl5N2PdS5SbSe, DFT ωB97M-V with the def2-TZVPD basis set
Pd -1.22245 -0.10950 0.38677
Cl -1.14135 2.97246 -0.73633
C -2.72103 2.31957 -0.45777
C -2.82914 1.01399 0.00358
C -4.11632 0.53088 0.23837
Cl -4.31186 -1.08092 0.83579
C -5.24936 1.30938 0.01016
Cl -6.82742 0.67464 0.31424
C -5.10680 2.60835 -0.46446
Cl -6.50563 3.58447 -0.75752
C -3.83535 3.11844 -0.69867
Cl -3.65764 4.73595 -1.28482
S -1.28119 -4.45883 -0.09079
Sb -0.18675 -2.86640 -1.25686
S -1.46528 -0.96183 -1.74628
S 0.74110 -1.53376 0.71536
S 1.49939 -3.30400 -2.68747
Se 1.99400 0.00874 -0.23206
C 3.71340 -0.82222 -0.15923
C 3.91475 -2.19299 -0.09046
C 5.21606 -2.66850 -0.07740
N 6.30453 -1.89954 -0.13815
C 6.09196 -0.58687 -0.21718
C 4.83743 -0.00298 -0.22325
H 3.08244 -2.88364 -0.08242
H 5.39104 -3.73826 -0.02927
H 6.97781 0.04026 -0.26127
H 4.74037 1.07513 -0.26429
S -1.56509 2.69409 4.23061
C -1.33341 1.60820 3.02683
N -1.14821 0.81567 2.19423
```

natural (NBO) population analysis, charges in e, atoms 1 to 6: Pd 0.542; Cl 0.024; C -0.103; C -0.114; C -0.095; Cl 0.041



Entry from OMol25: a molecular structure, C27H105O26Rb in a non-equilibrium geometry (ωB97M-V with the def2-TZVPD basis set).

Summary:
HOMO level (eV): -9.3
Maximum force (eV/Å): 3.3
DFT total energy (eV): -83583.442

Structure (XYZ):
```
159
C27H105O26Rb, DFT ωB97M-V with the def2-TZVPD basis set
Rb 13.22169 -9.88092 -8.40938
C 14.80928 -14.78396 -10.00089
C 15.85111 -15.20424 -9.01066
O 15.60871 -14.35979 -7.84272
H 14.93544 -15.32150 -10.96905
H 14.77807 -13.67948 -10.16935
H 13.77722 -15.00397 -9.66341
H 16.88265 -14.97110 -9.31323
H 15.87681 -16.29029 -8.75205
C 16.22769 -8.66063 -5.94060
O 15.76366 -9.08568 -7.19551
H 15.59021 -9.12093 -5.14913
H 17.25484 -8.96210 -5.76566
H 16.02114 -7.56743 -5.94136
H 15.93702 -10.05804 -7.34778
C 19.03638 -16.31270 -8.64356
O 18.80407 -17.47754 -9.45043
H 18.55363 -16.39459 -7.68863
H 20.05278 -16.04638 -8.46598
H 18.59654 -15.52912 -9.27003
H 19.21971 -18.20898 -9.01006
C 11.06603 -13.12325 -9.32190
O 12.28166 -12.42210 -9.54329
H 11.12149 -14.18484 -9.65976
H 10.76519 -13.15844 -8.30416
H 10.29595 -12.64463 -9.93988
H 12.94082 -12.99485 -9.13552
C 11.01956 -11.88327 -5.69617
O 12.20802 -11.28693 -6.21770
H 10.65185 -12.72834 -6.32488
H 11.24077 -12.30879 -4.74658
H 10.22463 -11.13102 -5.63417
H 12.97859 -11.86259 -6.02823
C 11.60155 -17.51405 -8.01794
O 12.78004 -16.85224 -8.49809
H 10.69279 -16.87420 -8.29248
H 11.45596 -18.45000 -8.59494
H 11.65180 -17.73989 -6.92917
H 12.89692 -16.04191 -7.98380
C 15.02279 -12.62022 -13.28832
O 16.14560 -12.03540 -13.95352
H 14.11937 -12.34733 -13.86856
H 15.15156 -13.67393 -13.36473
H 15.08249 -12.35665 -12.17718
H 16.83123 -12.71463 -13.90692
C 21.05737 -12.15601 -9.72051
O 20.42417 -13.33235 -10.05709
H 21.92367 -12.26054 -9.06404
H 21.33310 -11.74673 -10.66825
H 20.32754 -11.53804 -9.14563
H 19.82701 -13.70020 -9.45881
C 11.77855 -14.61436 -13.27592
O 11.85199 -15.91237 -13.80517
H 11.44657 -14.50961 -12.25580
H 12.81882 -14.26068 -13.35099
H 11.10155 -13.98118 -13.85813
H 12.00816 -16.54608 -13.07781
C 18.16356 -13.60344 -12.04781
O 17.91939 -14.10551 -13.35855
H 17.98956 -14.36284 -11.28552
H 19.19044 -13.29710 -11.86140
H 17.52106 -12.68147 -11.82883
H 17.13296 -14.71435 -13.42006
C 12.81762 -18.39667 -11.67719
O 12.13333 -17.19420 -11.25008
H 12.49234 -19.26235 -11.13512
H 12.65015 -18.44987 -12.73942
H 13.92751 -18.29625 -11.47646
H 12.36691 -16.99127 -10.31984
C 15.94259 -17.33449 -6.05385
O 16.10233 -15.96197 -5.91985
H 15.97111 -17.82494 -5.06615
H 14.97599 -17.58824 -6.60127
H 16.77246 -17.70032 -6.64862
H 15.77945 -15.36591 -6.66012
C 15.61867 -8.37661 -14.27639
O 15.26140 -9.49377 -13.37077
H 16.46334 -7.86177 -13.89270
H 15.85533 -8.76455 -15.29461
H 14.79824 -7.66691 -14.29208
H 15.74804 -10.30345 -13.68418
C 19.15165 -20.56315 -8.77790
O 20.40324 -19.82232 -8.81036
H 19.19923 -21.42172 -8.10266
H 18.32897 -19.91299 -8.37874
H 18.85024 -20.87706 -9.76060
H 20.99721 -20.20060 -9.49379
C 15.24137 -12.64427 -4.29871
O 14.86492 -12.44611 -5.63955
H 16.16456 -12.16285 -4.11698
H 14.52759 -12.05659 -3.77798
H 15.26392 -13.70563 -4.10207
H 15.43802 -13.00481 -6.16936
C 7.77522 -15.85398 -12.76671
O 8.40705 -15.34593 -11.60223
H 7.22707 -15.08936 -13.33571
H 8.50820 -16.43890 -13.39826
H 7.01261 -16.59509 -12.47620
H 9.03451 -14.65805 -11.89722
C 12.20820 -9.44023 -12.43408
O 13.19390 -9.06427 -11.49296
H 11.25672 -8.96102 -12.09680
H 12.34964 -8.99552 -13.50772
H 12.14208 -10.56388 -12.48407
H 14.08404 -9.24330 -11.87015
C 18.80357 -17.17439 -15.44217
O 18.30131 -18.04514 -14.36870
H 19.25285 -16.26427 -15.05232
H 19.60050 -17.78307 -16.00742
H 17.87957 -16.95197 -16.00419
H 18.84752 -17.83777 -13.60646
C 17.61834 -15.03879 -0.64206
O 17.45865 -14.23805 -1.77033
H 18.48826 -15.66238 -0.52424
H 17.71749 -14.40668 0.18410
H 16.68943 -15.65502 -0.39338
H 17.74478 -14.68730 -2.62030
C 20.67737 -16.31924 -12.45420
O 19.78128 -17.41372 -12.17739
H 20.12495 -15.46622 -12.84209
H 21.19851 -15.85084 -11.55296
H 21.51622 -16.50470 -13.15034
H 19.39809 -17.29020 -11.31661
C 9.30604 -19.54263 -12.92470
O 9.40493 -18.49212 -11.93063
H 10.15760 -20.28954 -12.91031
H 8.44456 -20.14556 -12.63822
H 9.12973 -19.12832 -13.94971
H 10.31138 -18.17474 -11.78421
C 12.59026 -14.82544 -5.99099
O 12.84567 -14.48694 -7.34478
H 11.56614 -15.26266 -5.90032
H 13.22094 -15.55402 -5.53946
H 12.49003 -13.96196 -5.24666
H 13.85719 -14.30436 -7.37322
C 18.45563 -12.73243 -6.42700
O 18.36706 -13.58743 -7.61186
H 18.48308 -13.39602 -5.53334
H 19.43220 -12.24411 -6.38745
H 17.69842 -11.97541 -6.39311
H 17.43943 -13.92315 -7.57507
C 16.67634 -11.36551 -9.44854
O 15.60378 -11.72634 -8.50697
H 16.95023 -12.28313 -10.01818
H 16.17094 -10.67916 -10.14361
H 17.51364 -10.90430 -8.92999
H 15.58581 -12.72726 -8.26879
C 15.02107 -16.19297 -15.11583
O 16.01147 -16.13139 -14.08437
H 14.52708 -15.23799 -15.17918
H 15.40706 -16.55765 -16.05096
H 14.20606 -16.87035 -14.81964
H 16.68809 -16.80571 -14.21589
C 19.09398 -16.19133 -4.32356
O 18.16448 -15.17501 -4.26932
H 19.61287 -16.18047 -3.34023
H 18.65585 -17.18811 -4.65170
H 19.82677 -15.92408 -5.09542
H 17.45682 -15.32520 -4.87426
```

Löwdin population analysis, charges in e, atoms 1 to 6: Rb 0.980; C -0.069; C -0.288; O -0.382; H 0.093; H 0.070



Entry from OMol25: a molecular structure, C19H3Cl52FN2S in a non-equilibrium geometry (ωB97M-V with the def2-TZVPD basis set).

Summary:
HOMO level (eV): -9.1
Maximum force (eV/Å): 4.3
DFT total energy (eV): -687443.496

Structure (XYZ):
```
78
C19H3Cl52FN2S, DFT ωB97M-V with the def2-TZVPD basis set
F 1.07846 4.28053 3.25623
C 2.32369 4.07505 3.80674
C 2.66983 2.91177 4.60808
C 4.03293 2.70257 5.25239
C 5.10895 3.67256 5.06904
C 4.76745 4.87027 4.20139
N 5.71830 5.86048 3.96262
S 4.85802 6.91760 3.00062
N 3.33230 6.27613 2.84607
C 3.40563 5.09497 3.58458
H 1.89094 2.13221 4.77417
H 4.19086 1.78172 5.87597
H 6.12835 3.58741 5.50953
C 3.51856 -0.28322 1.92349
Cl 1.88979 -0.84584 1.50299
Cl 3.39862 1.05924 3.08474
Cl 4.43551 -1.61673 2.65164
Cl 4.34971 0.27539 0.45889
C -2.12235 -2.23015 2.44243
Cl -3.75086 -2.79766 2.03882
Cl -2.23220 -0.87831 3.58589
Cl -1.20340 -3.55622 3.18058
Cl -1.29661 -1.68466 0.96832
C 6.88671 0.07301 7.84014
Cl 5.98273 1.24293 6.85595
Cl 5.84567 -0.53124 9.14121
Cl 7.40447 -1.28014 6.81918
Cl 8.30982 0.86535 8.53995
C -1.58749 -4.53137 -1.70562
Cl -2.51809 -3.37123 -2.66888
Cl -2.60573 -5.15916 -0.39943
Cl -1.06016 -5.87199 -2.74018
Cl -0.16940 -3.72077 -1.01806
C 2.32645 -1.55782 -4.00665
Cl 3.57463 -1.74755 -5.25298
Cl 1.40874 -3.06678 -3.85546
Cl 3.09371 -1.17631 -2.45356
Cl 1.23171 -0.24059 -4.46233
C -1.14942 1.74055 -7.10053
Cl -2.23422 1.90752 -8.49504
Cl -1.79865 0.52331 -5.98366
Cl 0.45575 1.23552 -7.65896
Cl -1.02016 3.29675 -6.26187
C -4.87506 -6.22738 4.32759
Cl -6.50301 -6.79892 3.91749
Cl -4.99286 -4.86505 5.45724
Cl -3.95847 -7.54466 5.08240
Cl -4.04524 -5.70035 2.85394
C -6.02567 -5.49911 -4.32936
Cl -7.49602 -6.45588 -4.06838
Cl -6.46910 -3.82259 -4.70176
Cl -5.02856 -5.53395 -2.86441
Cl -5.10822 -6.18234 -5.68437
C 0.87418 6.85741 -6.08212
Cl 0.45956 6.14481 -4.51170
Cl -0.60325 7.08335 -7.03620
Cl 1.66130 8.42584 -5.82974
Cl 1.97787 5.77392 -6.94913
C -4.73705 -0.96323 -9.57220
Cl -6.33832 -1.59911 -9.15086
Cl -4.91866 0.61035 -10.37247
Cl -3.77075 -0.76952 -8.09954
Cl -3.92265 -2.09311 -10.66982
C -2.58439 1.84365 -2.25198
Cl -2.52995 0.10542 -2.59844
Cl -1.17999 2.63649 -2.98768
Cl -4.07139 2.53499 -2.92656
Cl -2.55713 2.09557 -0.49704
C 1.89925 8.94249 6.00363
Cl 0.30564 8.31659 6.46690
Cl 1.70448 10.49475 5.16843
Cl 2.88906 9.17403 7.45838
Cl 2.69713 7.78525 4.92025
C -2.35303 -9.01574 1.38815
Cl -2.29156 -10.09354 2.79517
Cl -4.03320 -8.84683 0.84539
Cl -1.71481 -7.42326 1.83317
Cl -1.37427 -9.69944 0.07677
```

Löwdin population analysis, charges in e, atoms 1 to 6: F 0.050; C -0.170; C -0.164; C -0.194; C -0.025; C -0.322



Entry from OMol25: a single CHN3OS molecule in a non-equilibrium geometry (ωB97M-V with the def2-TZVPD basis set).

Summary:
HOMO level (eV): -9.1
Maximum force (eV/Å): 4.0
DFT total energy (eV): -18403.185
SMILES: S=c1[nH]nno1

Structure (XYZ):
```
7
CHN3OS, DFT ωB97M-V with the def2-TZVPD basis set
S 1.51216 -0.34410 -1.78536
C 0.60393 0.00191 -0.37895
N -0.61095 -0.36067 -0.22481
N -1.16583 0.26438 0.92317
N -0.27956 0.90258 1.48635
O 0.84057 0.74087 0.69120
H -0.90032 -1.20497 -0.71159
```

natural (NBO) population analysis, charges in e, atoms 1 to 6: S -0.228; C 0.369; N -0.445; N 0.006; N 0.152; O -0.310



Entry from OMol25: a single C4H8N2O2 molecule in a non-equilibrium geometry (ωB97M-V with the def2-TZVPD basis set).

Summary:
HOMO level (eV): -9.7
Maximum force (eV/Å): 3.6
DFT total energy (eV): -11352.458
SMILES: [H]/N=C(/C)[C@@H](O)C(N)=O

Structure (XYZ):
```
16
C4H8N2O2, DFT ωB97M-V with the def2-TZVPD basis set
H 0.22379 -1.88368 1.53292
N 0.89095 -1.60279 0.82043
C 0.37754 -0.88633 -0.12117
C 1.19639 -0.63109 -1.34544
C -1.01441 -0.30393 -0.10084
O -1.91631 -1.03309 0.65018
C -0.48184 0.94826 0.82900
N 0.05607 2.02013 0.21705
O -0.88038 0.94907 1.97338
H 0.66109 -0.99995 -2.21112
H 2.16008 -1.13427 -1.24641
H 1.41462 0.44051 -1.51419
H -1.40485 -0.01082 -1.07712
H -1.82092 -0.72380 1.57895
H 0.31073 2.00353 -0.75417
H 0.22746 2.84824 0.76854
```

natural (NBO) population analysis, charges in e, atoms 1 to 6: H 0.344; N -0.619; C 0.259; C -0.667; C -0.038; O -0.701



Entry from OMol25: 2 unconnected molecules or ions with the total composition C14H16O in a non-equilibrium geometry (ωB97M-V with the def2-TZVPD basis set).

Summary:
HOMO level (eV): -8.4
Maximum force (eV/Å): 7.5
DFT total energy (eV): -16822.303
SMILES: Cc1ccc(O)cc1.Cc1ccccc1

Structure (XYZ):
```
31
C14H16O, DFT ωB97M-V with the def2-TZVPD basis set
C 1.59692 4.50506 -1.75582
C 1.31208 3.31854 -0.94394
C 1.92497 2.12578 -1.15771
C 1.77300 1.09590 -0.21616
C 1.15326 1.23831 1.00441
O 1.16998 0.25754 1.89820
C 0.66184 2.49093 1.39625
C 0.67479 3.50348 0.31565
H 1.18374 5.51591 -1.55154
H 1.14664 4.16910 -2.83005
H 2.64640 4.38267 -1.73274
H 2.59211 1.97345 -2.00384
H 2.13131 0.13064 -0.57969
H 0.37822 0.32780 2.50561
H 0.34408 2.72962 2.38492
H 0.15240 4.51003 0.45127
C -3.28688 -4.27720 -0.08610
C -2.24889 -3.19839 -0.15558
C -1.64885 -2.57996 -1.31189
C -0.66087 -1.68693 -1.25923
C -0.03890 -1.55966 -0.01307
C -0.50179 -2.20359 1.17662
C -1.70806 -3.01260 1.14198
H -4.25262 -3.90880 -0.34363
H -3.15591 -4.72283 0.87306
H -3.00044 -5.03927 -0.85905
H -2.20925 -2.81590 -2.24502
H -0.32267 -1.21157 -2.22632
H 1.02868 -1.13136 0.12403
H 0.01461 -2.00345 2.10730
H -2.05285 -3.52450 1.92757
```

natural (NBO) population analysis, charges in e, atoms 1 to 6: C -0.625; C -0.071; C -0.194; C -0.267; C 0.285; O -0.675